1.
C4H5BrO | ωB97M-V with the def2-TZVPD basis set

CARTESIAN COORDINATES (ANGSTROEM)
C (-1.65, -0.43, -0.51)
C (-1.08, 0.71, -0.22)
C (-0.59, 1.77, 0.33)
H (-2.72, -0.41, -0.38)
H (-1.35, -1.19, -1.17)
H (-0.41, 2.77, -0.05)
H (-0.44, 1.70, 1.40)
O (2.92, -2.23, -0.18)
C (2.08, -1.52, 0.19)
Br (2.18, 0.52, 0.12)
H (1.07, -1.70, 0.46)

Calculated values
- DFT total energy: -76316.027 eV
- SMILES: C=C=C.O=CBr
- Kohn-Sham gap: 9.7 eV
- 2S+1: 1
- Relative energy (zero: lowest compared OMol25 entry of this formula, charge and spin): 1.972 eV


2.
C4H5CaO3 | ωB97M-V with the def2-TZVPD basis set

CARTESIAN COORDINATES (ANGSTROEM)
O (-2.09, 1.61, 0.01)
C (-2.99, 0.69, -0.02)
C (-2.62, -0.62, -0.41)
O (-1.40, -0.85, -0.75)
C (2.83, -0.89, 0.54)
C (2.76, 0.42, 0.21)
O (1.70, 1.08, -0.21)
Ca (-0.24, 0.90, -0.66)
H (-4.03, 0.92, 0.26)
H (-3.37, -1.42, -0.48)
H (2.11, -1.61, 0.14)
H (3.63, -1.24, 1.19)
H (3.70, 1.00, 0.18)

Calculated values
- DFT total energy: -28810.157 eV
- Kohn-Sham gap (spin up / spin down): 7.2 / 6.4 eV
- 2S+1: 2
- Relative energy (zero: lowest compared OMol25 entry of this formula, charge and spin): 0.000 eV


3.
C4H5Cl | ωB97M-V with the def2-TZVPD basis set

CARTESIAN COORDINATES (ANGSTROEM)
C (-0.32, 1.62, 0.24)
C (0.64, 0.68, 0.34)
C (0.55, -0.74, -0.02)
C (-0.56, -1.39, -0.40)
Cl (-0.45, -3.03, -0.98)
H (-0.15, 2.68, 0.62)
H (-1.27, 1.44, -0.23)
H (1.62, 1.01, 0.74)
H (1.50, -1.31, 0.03)
H (-1.56, -0.98, -0.34)

Calculated values
- DFT total energy: -16750.062 eV
- SMILES: C=C/C=C/Cl
- Kohn-Sham gap: 9.2 eV
- 2S+1: 1
- Relative energy (zero: lowest compared OMol25 entry of this formula, charge and spin): 0.061 eV


4.
C4H5Cl2NO | ωB97M-V with the def2-TZVPD basis set

CARTESIAN COORDINATES (ANGSTROEM)
C (-1.35, 0.09, -0.05)
C (0.25, -0.38, 0.17)
C (0.86, 0.13, 1.45)
C (1.34, 0.39, 0.14)
H (-0.84, -0.78, -1.90)
H (-2.30, -0.18, -1.87)
H (0.32, -1.39, -0.33)
H (1.32, -0.66, 2.16)
H (0.21, 0.98, 1.72)
N (-1.83, -0.84, -1.01)
O (-1.97, 0.99, 0.45)
Cl (1.12, 2.06, -0.55)
Cl (2.87, -0.41, -0.39)

Calculated values
- DFT total energy: -32807.579 eV
- Kohn-Sham gap: 10.4 eV
- 2S+1: 1
- Relative energy (zero: lowest compared OMol25 entry of this formula, charge and spin): 3.610 eV


5.
C4H5Cl2NO2 | ωB97M-V with the def2-TZVPD basis set

CARTESIAN COORDINATES (ANGSTROEM)
C (0.53, -1.69, 0.99)
C (1.01, -0.74, -0.22)
C (0.21, 0.53, -0.12)
C (-1.04, 0.80, -0.89)
N (-0.35, -1.24, 1.77)
O (-0.88, -0.10, 1.64)
O (0.83, 1.66, 0.24)
Cl (-0.60, 0.88, -2.66)
Cl (-1.84, 2.22, -0.45)
H (0.83, -2.69, 0.99)
H (2.01, -0.38, -0.30)
H (0.81, -1.40, -0.98)
H (-1.66, -0.06, -0.60)
H (0.13, 2.22, 0.60)

Calculated values
- DFT total energy: -34855.102 eV
- Kohn-Sham gap (spin up / spin down): 8.6 / 8.6 eV
- 2S+1: 1
- Relative energy (zero: lowest compared OMol25 entry of this formula, charge and spin): 0.257 eV


6.
C4H5Cl3 | ωB97M-V with the def2-TZVPD basis set

CARTESIAN COORDINATES (ANGSTROEM)
Cl (-2.68, -0.95, 0.43)
C (-1.52, 0.30, 0.00)
C (-0.19, 0.09, -0.09)
C (0.82, 1.21, -0.24)
Cl (1.22, 1.50, -1.89)
C (0.38, -1.29, 0.30)
Cl (1.90, -1.81, -0.61)
H (-1.99, 1.22, 0.00)
H (0.07, 2.03, 0.20)
H (1.72, 1.02, 0.30)
H (0.67, -1.22, 1.35)
H (-0.40, -2.10, 0.25)

Calculated values
- DFT total energy: -41795.301 eV
- SMILES: ClC=C(CCl)CCl
- Kohn-Sham gap: 10.4 eV
- 2S+1: 1
- Relative energy (zero: lowest compared OMol25 entry of this formula, charge and spin): 0.646 eV


7.
C4H5Cl4NO | ωB97M-V with the def2-TZVPD basis set

CARTESIAN COORDINATES (ANGSTROEM)
O (2.72, 0.33, 0.17)
C (1.61, -0.30, 0.76)
N (0.63, -0.73, -0.18)
C (-0.32, 0.19, -0.37)
Cl (0.17, 1.97, -1.10)
C (-1.65, -0.28, -1.01)
Cl (-1.80, -1.94, -1.49)
C (-1.63, 0.26, 0.44)
Cl (-1.81, -0.87, 1.75)
Cl (-2.55, 1.81, 0.70)
H (2.73, 1.28, 0.11)
H (1.11, 0.34, 1.49)
H (1.94, -1.07, 1.30)
H (0.84, -1.40, -0.86)
H (-2.00, 0.41, -1.69)

Calculated values
- DFT total energy: -57854.654 eV
- SMILES: OCN[C@@]1(Cl)[C@@H](Cl)C1(Cl)Cl
- Kohn-Sham gap: 10.4 eV
- 2S+1: 1
- Relative energy (zero: lowest compared OMol25 entry of this formula, charge and spin): 0.000 eV


8.
C4H5ClN2 | ωB97M-V with the def2-TZVPD basis set

CARTESIAN COORDINATES (ANGSTROEM)
C (0.67, 2.07, 0.02)
C (0.61, 0.66, -0.03)
N (1.79, -0.02, -0.15)
N (1.60, -1.36, -0.02)
C (0.32, -1.56, 0.09)
C (-0.38, -0.40, -0.02)
Cl (-2.12, 0.00, -0.02)
H (1.76, 2.42, 0.22)
H (0.30, 2.44, 1.09)
H (0.29, 2.57, -0.81)
H (2.74, 0.25, 0.33)
H (-0.17, -2.59, 0.32)

Calculated values
- DFT total energy: -19730.040 eV
- SMILES: Cc1[nH]ncc1Cl
- Kohn-Sham gap: 9.7 eV
- 2S+1: 1
- Relative energy (zero: lowest compared OMol25 entry of this formula, charge and spin): 1.905 eV


Q: 2S+1 of number 6 (C4H5Cl3)?
A: 1


Q: Number 2 is which compound?
A: C4H5CaO3


Q: What is the 2S+1 in the seventh record?
A: 1


Q: Look up the DFT total energy of the sixth one.
A: -41795.301 eV